[1]
Entry from the OMol25 dataset: a structure of composition C43H52BHgN9OPS2Se in a non-equilibrium geometry (ωB97M-V with the def2-TZVPD basis set).

```
111
Properties=species:S:1:pos:R:3
Hg 0.197 -0.614 -0.552
C -1.068 1.677 -2.902
C -1.880 1.478 -1.671
C -2.907 2.263 -1.138
C -3.332 1.572 -0.027
N -2.609 0.446 0.098
N -1.718 0.396 -0.922
B -2.890 -0.707 1.116
N -1.868 -0.693 2.246
C -1.996 -1.056 3.530
C -0.756 -0.979 4.115
C 0.099 -0.560 3.079
C 1.568 -0.315 3.152
N -0.589 -0.389 1.962
N -2.874 -2.081 0.401
C -3.666 -3.148 0.639
C -3.298 -4.153 -0.223
C -2.240 -3.602 -0.973
C -1.499 -4.189 -2.125
N -1.986 -2.369 -0.576
N -4.313 -0.481 1.651
C -5.429 -0.560 0.896
C -6.482 -0.087 1.636
C -5.899 0.284 2.866
C -6.558 0.869 4.072
N -4.599 0.055 2.859
H -1.707 1.613 -3.785
H -0.575 2.649 -2.897
H -0.289 0.916 -2.982
H -3.264 3.208 -1.498
H -4.102 1.808 0.682
H -2.958 -1.315 3.938
H -0.496 -1.197 5.133
H 1.805 0.301 4.022
H 2.113 -1.256 3.239
H 1.922 0.202 2.262
H -4.432 -3.114 1.389
H -3.728 -5.133 -0.310
H -2.168 -4.329 -2.977
H -0.695 -3.520 -2.428
H -1.063 -5.157 -1.873
H -5.387 -0.940 -0.106
H -7.511 -0.017 1.342
H -7.323 0.202 4.472
H -5.813 1.044 4.845
H -7.039 1.820 3.837
O 2.211 -0.104 -2.859
C 3.395 0.043 -2.833
C 4.187 -0.310 -1.587
C 5.598 0.256 -1.549
C 5.633 1.793 -1.560
C 4.470 2.475 -2.281
C 4.233 2.070 -3.735
N 4.100 0.610 -3.933
H 4.175 -1.402 -1.477
H 3.591 0.073 -0.750
H 6.189 -0.150 -2.380
H 6.096 -0.105 -0.646
H 6.590 2.130 -1.969
H 5.604 2.143 -0.525
H 4.604 3.558 -2.240
H 3.547 2.282 -1.724
H 5.055 2.396 -4.376
H 3.317 2.555 -4.088
H 5.039 0.215 -3.944
S 0.954 4.271 -2.392
P 1.039 3.668 -0.517
S 1.463 1.768 -0.024
C 2.257 4.686 0.417
C 2.753 4.265 1.645
C 3.645 5.054 2.349
C 4.058 6.273 1.830
C 3.569 6.697 0.605
C 2.672 5.907 -0.097
C -0.548 4.024 0.332
C -0.893 3.330 1.489
C -2.068 3.629 2.158
C -2.908 4.622 1.677
C -2.570 5.313 0.523
C -1.395 5.015 -0.147
H 2.446 3.305 2.039
H 4.025 4.712 3.302
H 4.763 6.885 2.376
H 3.889 7.644 0.191
H 2.295 6.222 -1.062
H -0.259 2.527 1.834
H -2.334 3.072 3.045
H -3.832 4.847 2.192
H -3.227 6.084 0.142
H -1.128 5.534 -1.059
C -0.093 -7.995 -1.567
C 0.308 -6.592 -1.207
C -0.108 -6.015 -0.017
C 0.278 -4.731 0.352
C -0.249 -4.139 1.627
C 1.133 -4.017 -0.497
Se 1.872 -2.355 0.103
C 1.533 -4.563 -1.722
C 2.398 -3.800 -2.682
C 1.114 -5.846 -2.053
H -1.030 -8.272 -1.087
H 0.665 -8.712 -1.247
H -0.216 -8.107 -2.643
H -0.768 -6.569 0.640
H -1.044 -4.763 2.032
H -0.640 -3.135 1.458
H 0.540 -4.043 2.374
H 2.079 -2.762 -2.771
H 2.377 -4.267 -3.666
H 3.432 -3.775 -2.334
H 1.420 -6.267 -3.003
```

Kohn-Sham gap ... 7.82 eV
LUMO ... 0.0905 Ha
HOMO level ... -5.35 eV
Total charge ... -1
Energy above the lowest of the compared OMol25 structures with the same formula, charge and spin ... 0.0 kJ/mol

[2]
Entry from the OMol25 dataset: a structure of composition C43H52F3I2N7NbOS in a non-equilibrium geometry (ωB97M-V with the def2-TZVPD basis set).

```
110
Properties=species:S:1:pos:R:3
C 4.552 -4.327 -5.612
C 3.867 -3.284 -6.619
S 2.056 -2.947 -6.216
C 1.978 -1.064 -6.343
Nb 0.170 -0.216 -5.163
C -1.124 -1.573 -6.437
C -1.998 -2.703 -5.745
C -1.784 -3.044 -4.227
N -0.620 -3.899 -3.832
O -2.540 -2.710 -3.268
C -0.142 1.411 -6.722
C -1.318 2.466 -6.435
C -1.081 3.445 -5.215
F -2.155 3.575 -4.276
C 0.044 4.248 -4.971
F 0.864 4.808 -5.969
F 0.397 4.468 -3.606
C -1.688 0.357 -3.956
C -3.162 0.168 -4.425
C -4.416 0.509 -3.621
N -4.311 1.042 -2.317
C -2.998 1.267 -1.863
C -1.643 1.003 -2.521
C 1.562 1.096 -3.852
I 3.062 2.219 -5.042
C 2.457 0.078 -2.953
C 3.892 0.637 -2.503
I 1.473 -0.692 -1.180
H 4.707 -5.307 -6.195
H 5.608 -3.937 -5.366
H 3.987 -4.481 -4.640
H 4.018 -3.577 -7.713
H 4.434 -2.288 -6.490
H 1.895 -0.741 -7.440
H 2.976 -0.715 -5.917
H 0.524 -1.542 -3.951
H -1.843 -0.877 -7.019
H -0.486 -2.071 -7.262
H -3.111 -2.438 -5.886
H -1.862 -3.683 -6.342
H -0.347 -3.558 -2.891
H -0.937 -4.874 -3.751
H 0.778 2.008 -7.028
H -0.466 0.855 -7.685
H -1.366 3.145 -7.373
H -2.353 1.963 -6.413
H -3.329 -0.263 -5.475
H -5.458 0.303 -4.055
H -2.925 1.709 -0.802
H -0.662 1.255 -2.018
H 1.005 1.883 -3.247
H 2.668 -0.826 -3.636
H 4.723 0.401 -3.264
H 3.898 1.726 -2.165
H 4.191 0.030 -1.565
N -0.260 -2.729 1.440
C -0.303 -1.392 1.551
C -1.260 -0.709 2.283
C -2.236 -1.447 2.937
C -2.217 -2.831 2.836
C -1.214 -3.419 2.083
H 0.480 -0.857 1.019
H -1.244 0.373 2.340
H -3.004 -0.949 3.519
H -2.962 -3.438 3.332
H -1.155 -4.498 1.978
N 0.332 0.282 6.442
C 0.392 0.008 5.128
C 1.463 0.348 4.318
C 2.536 1.013 4.893
C 2.500 1.310 6.248
C 1.385 0.924 6.974
H -0.471 -0.508 4.725
H 1.458 0.100 3.264
H 3.392 1.297 4.291
H 3.320 1.828 6.730
H 1.312 1.130 8.037
N -2.648 4.114 2.333
C -2.232 4.069 1.057
C -2.784 4.830 0.039
C -3.828 5.686 0.352
C -4.279 5.751 1.663
C -3.659 4.952 2.609
H -1.416 3.381 0.862
H -2.406 4.754 -0.974
H -4.287 6.298 -0.418
H -5.093 6.409 1.943
H -3.973 4.970 3.648
N -2.550 -5.533 4.487
C -3.192 -6.707 4.394
C -3.261 -7.632 5.423
C -2.627 -7.331 6.620
C -1.954 -6.124 6.742
C -1.946 -5.265 5.655
H -3.669 -6.898 3.438
H -3.797 -8.564 5.293
H -2.657 -8.030 7.449
H -1.447 -5.857 7.661
H -1.436 -4.308 5.703
N 3.409 3.338 9.336
C 4.716 3.416 9.632
C 5.521 4.493 9.299
C 4.947 5.554 8.616
C 3.599 5.502 8.295
C 2.877 4.381 8.676
H 5.120 2.560 10.164
H 6.570 4.501 9.567
H 5.545 6.415 8.336
H 3.118 6.312 7.762
H 1.819 4.295 8.450
```

Kohn-Sham gap ... 6.59 eV
LUMO ... 0.0500 Ha
HOMO level ... -5.23 eV
Total charge ... -1

[3]
Entry from the OMol25 dataset: a structure of composition C43H52IN7O6PRb in a non-equilibrium geometry (ωB97M-V with the def2-TZVPD basis set).

```
111
Properties=species:S:1:pos:R:3
Rb 0.890 -1.541 -2.293
C -2.977 0.192 -3.329
C -2.346 1.573 -3.076
N -1.225 1.454 -2.167
C -1.180 2.409 -1.087
C -2.219 2.087 0.003
N -2.266 0.673 0.338
C -3.573 0.061 0.257
C -4.160 0.002 -1.174
N -3.160 -0.510 -2.083
H -3.913 0.331 -3.909
H -2.283 -0.395 -3.932
H -2.059 1.998 -4.049
H -3.086 2.252 -2.636
H -0.342 1.441 -2.663
H -0.184 2.336 -0.651
H -1.346 3.450 -1.435
H -1.947 2.650 0.908
H -3.208 2.450 -0.306
H -1.646 0.173 -0.301
H -3.477 -0.959 0.640
H -4.264 0.612 0.908
H -5.082 -0.600 -1.167
H -4.442 1.012 -1.482
H -3.253 -1.504 -2.228
I -1.658 -3.854 0.048
C -2.531 -4.174 1.988
C -3.760 -4.829 1.967
C -4.335 -5.262 3.147
C -3.647 -5.116 4.336
C -2.401 -4.459 4.382
C -1.677 -4.384 5.582
C -0.449 -3.740 5.634
C 0.015 -3.070 4.527
C -0.691 -3.079 3.313
P -0.188 -1.833 2.072
C -0.128 -0.395 3.228
C -1.343 0.286 3.306
C -1.481 1.409 4.096
C -0.412 1.862 4.854
C 0.787 1.171 4.814
C 0.931 0.053 4.011
C 1.540 -2.372 1.884
C 2.599 -1.532 1.797
C 3.943 -2.016 1.812
C 4.219 -3.332 1.842
C 3.177 -4.319 1.599
C 1.729 -3.801 1.634
C -1.862 -3.871 3.188
H -4.251 -5.011 1.023
H -5.303 -5.748 3.126
H -4.056 -5.506 5.258
H -2.083 -4.866 6.463
H 0.123 -3.740 6.554
H 0.946 -2.523 4.584
H -2.171 -0.068 2.709
H -2.426 1.935 4.129
H -0.511 2.743 5.474
H 1.619 1.502 5.423
H 1.878 -0.468 3.995
H 2.459 -0.463 1.871
H 4.738 -1.289 1.915
H 5.215 -3.695 2.057
H 3.363 -5.313 1.995
H 0.973 -4.458 2.055
N 1.664 0.959 -0.356
C 2.819 1.296 -1.172
C 4.097 1.610 -0.376
C 3.962 2.676 0.715
C 3.417 4.025 0.215
N 1.966 4.043 0.173
C 1.288 4.870 1.123
N 0.116 5.490 0.596
N 1.072 4.273 2.417
C 3.144 0.039 -2.046
O 3.375 0.213 -3.246
O 3.128 -1.044 -1.427
H 1.625 1.563 0.463
H 1.821 0.004 -0.027
H 2.572 2.138 -1.830
H 4.866 1.924 -1.088
H 4.432 0.676 0.085
H 4.953 2.841 1.152
H 3.312 2.316 1.516
H 3.839 4.229 -0.775
H 3.754 4.817 0.900
H 1.595 4.134 -0.763
H -0.334 4.929 -0.133
H -0.544 5.616 1.358
H 1.959 3.964 2.799
H 0.466 3.443 2.371
O -0.691 -2.791 -6.505
C -0.355 -2.054 -5.576
O -0.101 -2.359 -4.396
C -0.279 -0.529 -5.878
C -0.950 0.011 -6.966
C -0.973 1.381 -7.221
C -0.304 2.186 -6.335
O -0.186 3.572 -6.316
C 0.692 3.844 -5.244
O 0.927 2.680 -4.504
C 0.383 1.650 -5.248
C 0.419 0.303 -5.003
H -1.463 -0.668 -7.630
H -1.494 1.798 -8.070
H 0.251 4.613 -4.591
H 1.651 4.227 -5.645
H 0.984 -0.098 -4.175
C 2.359 -4.230 0.342
H 2.618 -3.448 -0.361
H 2.008 -5.154 -0.098
```

Kohn-Sham gap (spin up / spin down) ... 6.05 / 3.28 eV
LUMO (spin up / spin down) ... 0.1323 / 0.1316 Ha
HOMO level (spin up / spin down) ... -2.46 / 0.30 eV
Total charge ... -2
Energy above the lowest of the compared OMol25 structures with the same formula, charge and spin ... 148.9 kJ/mol

[4]
Entry from the OMol25 dataset: a structure of composition C43H52LiN5O2S2 in a non-equilibrium geometry (ωB97M-V with the def2-TZVPD basis set).

```
105
Properties=species:S:1:pos:R:3
Li -15.023 -13.703 -6.293
C -11.452 -17.520 -10.006
C -12.545 -16.689 -10.697
C -13.578 -16.302 -9.677
C -14.714 -16.965 -9.365
C -15.255 -18.178 -10.146
C -16.225 -17.834 -11.288
C -15.341 -16.288 -8.194
N -14.419 -15.266 -7.759
C -13.407 -15.210 -8.747
C -12.483 -14.213 -8.778
C -12.382 -13.083 -7.878
C -11.208 -12.309 -7.685
C -9.871 -12.607 -8.269
C -9.161 -13.813 -7.580
C -11.525 -11.316 -6.793
C -12.886 -11.549 -6.452
C -13.610 -10.794 -5.458
C -14.852 -11.061 -4.914
N -15.607 -12.159 -5.173
C -16.803 -12.024 -4.498
C -17.828 -12.929 -4.587
C -17.930 -14.052 -5.410
N -16.932 -14.522 -6.237
C -17.405 -15.554 -6.915
C -16.600 -16.429 -7.772
C -18.770 -15.838 -6.524
C -19.087 -14.888 -5.574
C -20.446 -14.552 -5.010
C -21.257 -13.657 -5.979
C -19.644 -16.971 -6.951
C -19.631 -18.124 -5.936
C -16.815 -10.768 -3.774
C -15.596 -10.174 -4.017
C -15.212 -8.782 -3.703
C -15.624 -7.852 -4.857
C -17.946 -10.274 -2.868
C -17.969 -10.955 -1.544
N -13.405 -12.638 -7.122
C -10.553 -10.419 -6.087
C -9.937 -11.100 -4.876
H -10.743 -17.825 -10.775
H -11.903 -18.396 -9.521
H -10.986 -16.946 -9.230
H -13.036 -17.306 -11.434
H -12.144 -15.812 -11.236
H -15.695 -18.869 -9.399
H -14.426 -18.767 -10.539
H -17.177 -17.398 -10.925
H -16.412 -18.715 -11.903
H -15.762 -17.096 -11.941
H -11.744 -14.401 -9.560
H -9.223 -11.765 -8.232
H -9.943 -12.867 -9.348
H -8.958 -13.641 -6.517
H -8.170 -13.982 -8.039
H -9.761 -14.710 -7.614
H -13.056 -9.889 -5.091
H -18.723 -12.831 -3.972
H -17.147 -17.236 -8.279
H -20.369 -14.121 -3.994
H -20.993 -15.501 -4.825
H -20.747 -12.727 -6.154
H -22.256 -13.367 -5.591
H -21.421 -14.187 -6.931
H -19.433 -17.330 -7.959
H -20.661 -16.623 -7.033
H -18.613 -18.549 -5.932
H -20.341 -18.929 -6.202
H -19.814 -17.787 -4.891
H -14.130 -8.631 -3.501
H -15.714 -8.432 -2.811
H -15.237 -8.240 -5.797
H -15.305 -6.818 -4.731
H -16.732 -7.902 -4.966
H -18.921 -10.388 -3.353
H -17.864 -9.171 -2.768
H -17.881 -12.039 -1.666
H -18.884 -10.710 -1.022
H -17.153 -10.688 -0.873
H -11.071 -9.477 -5.800
H -9.779 -10.093 -6.776
H -10.697 -11.419 -4.173
H -9.191 -10.441 -4.410
H -9.444 -12.005 -5.229
C -18.469 -11.991 -8.022
S -16.797 -11.349 -8.392
O -17.032 -9.958 -8.845
C -16.557 -12.312 -9.879
C -16.944 -13.621 -10.027
C -16.583 -14.324 -11.186
C -15.838 -13.685 -12.168
C -15.446 -12.350 -11.988
C -15.820 -11.653 -10.850
H -18.996 -11.782 -8.971
H -18.849 -11.300 -7.280
H -18.564 -13.018 -7.664
H -17.446 -14.171 -9.248
H -16.902 -15.338 -11.333
H -15.498 -14.229 -13.031
H -14.838 -11.885 -12.785
H -15.496 -10.630 -10.707
O -12.279 -17.280 -7.103
S -12.489 -16.109 -6.174
N -13.895 -15.360 -6.383
```

Kohn-Sham gap (spin up / spin down) ... 4.16 / 4.82 eV
LUMO (spin up / spin down) ... 0.1613 / 0.1612 Ha
HOMO level (spin up / spin down) ... 0.23 / -0.44 eV
Total charge ... -2
Energy above the lowest of the compared OMol25 structures with the same formula, charge and spin ... 68.4 kJ/mol

What is the total charge in the fourth record?
-2

Which value of total charge does entry 3 give?
-2